Entry 1:
Density functional theory data (ωB97M-V/def2-TZVPD) for the molecule C14H17N3O2.

Properties
net charge	0
HOMO energy	-0.301	Ha
HOMO-LUMO gap	9.01	eV
energy above the lowest of the compared OMol25 structures with the same formula, charge and spin	307.7	kJ/mol

```
36
Properties=species:S:1:pos:R:3:forces:R:3:nbo_charge:R:1
C 0.44404 -4.01935 -3.62249 0.16 -0.09 -0.13 -0.41
C -0.66119 -3.34332 -3.37393 -0.18 -0.08 0.12 -0.15
C -1.39210 -3.36168 -2.06470 0.07 0.05 -0.10 -0.46
C -1.41043 -1.97824 -1.46827 -0.13 0.04 0.12 -0.01
C -2.57479 -1.23613 -1.37315 0.12 -0.06 0.01 -0.22
C -2.53807 0.03714 -0.83881 0.25 0.15 0.10 -0.23
C -1.35386 0.61296 -0.39361 -0.19 -0.07 -0.06 0.23
O -1.50547 1.89355 0.07964 -0.10 -0.27 -0.17 -0.50
C -0.48914 2.55051 0.79246 0.44 0.29 0.37 -0.06
C -0.28633 1.95259 2.19878 -0.50 -0.22 -0.66 -0.24
N 0.78616 2.61353 2.88024 0.15 0.54 0.45 -0.18
C 0.76745 3.73728 3.61962 0.14 -0.19 -0.07 0.17
N 1.98144 4.04428 4.00937 -0.01 0.53 0.34 -0.48
C 2.73513 3.06677 3.46977 -0.30 0.02 -0.03 0.13
N 2.05016 2.18651 2.77966 0.40 -0.69 -0.44 -0.29
C -0.16281 -0.12907 -0.50130 0.15 0.08 0.10 0.30
O 1.00703 0.44593 -0.07473 -0.57 0.12 -0.13 -0.53
C 2.16690 -0.34378 0.02621 0.28 -0.11 0.03 -0.25
C -0.22098 -1.41073 -1.03140 0.00 0.07 0.05 -0.31
H 0.94391 -3.96790 -4.57485 0.06 0.06 -0.20 0.20
H 0.89323 -4.66459 -2.88433 0.04 -0.12 0.20 0.19
H -1.09311 -2.69909 -4.12851 0.00 0.07 -0.16 0.20
H -0.90183 -4.05822 -1.38078 -0.06 -0.06 -0.02 0.21
H -2.41843 -3.69891 -2.22728 0.00 -0.03 0.08 0.22
H -3.51438 -1.64825 -1.70855 -0.10 -0.07 -0.04 0.21
H -3.43681 0.62698 -0.75258 -0.10 0.09 0.03 0.22
H -0.84098 3.58379 0.87990 0.09 -0.12 0.03 0.19
H 0.46196 2.53968 0.25360 -0.18 0.08 0.14 0.21
H -0.02199 0.89765 2.10689 -0.07 0.13 0.10 0.23
H -1.20601 2.05106 2.78154 0.12 -0.03 -0.02 0.21
H -0.12290 4.28246 3.85596 -0.29 0.08 0.02 0.20
H 3.79634 3.00877 3.59588 0.25 -0.09 -0.02 0.20
H 2.54857 -0.62771 -0.95968 -0.04 -0.01 0.04 0.18
H 2.89439 0.28802 0.53424 -0.02 -0.10 -0.03 0.22
H 1.99069 -1.24338 0.62374 -0.01 0.02 -0.02 0.18
H 0.68421 -1.98912 -1.12855 0.15 -0.02 0.00 0.22
```
Positions in Å, forces in eV/Å.

***

Entry 2:
Density functional theory data (ωB97M-V/def2-TZVPD) for the molecule C14H17N3O3S.

Properties
net charge	0
HOMO energy	-0.292	Ha
HOMO-LUMO gap	8.31	eV
energy above the lowest of the compared OMol25 structures with the same formula, charge and spin	0.0	kJ/mol

```
38
Properties=species:S:1:pos:R:3:forces:R:3:nbo_charge:R:1
N -2.63293 -1.74946 3.31569 0.56 -0.28 -0.09 -0.84
C -3.26020 -1.35036 2.07486 -0.45 0.00 0.16 -0.16
C -4.58990 -0.63170 2.35415 0.06 -0.42 0.61 -0.51
S -4.39004 0.88538 3.34970 -0.01 -0.09 -0.24 -0.04
C -2.45305 -0.53491 1.07089 0.70 -0.05 0.12 0.68
O -2.96264 -0.19315 0.01041 -0.25 0.20 -0.27 -0.67
N -1.16693 -0.27054 1.38556 -0.41 -0.02 0.16 -0.60
C -0.19640 0.40717 0.53615 0.51 -0.15 -0.15 -0.16
C 0.02707 -0.36582 -0.78597 0.02 -0.50 -0.17 -0.43
C 1.08394 0.26661 -1.64150 -0.24 0.52 -0.30 -0.14
C 0.91778 1.33173 -2.49849 -0.10 -0.37 0.33 0.00
N 2.12309 1.67150 -3.05489 0.34 0.36 -0.36 -0.52
C 3.10915 0.83571 -2.56535 0.03 0.24 -0.14 0.11
C 4.48803 0.79793 -2.83366 -0.39 0.20 -0.11 -0.22
C 5.22555 -0.16478 -2.18221 -0.34 -0.07 0.06 -0.22
C 4.63466 -1.07368 -1.28749 -0.74 0.16 0.02 -0.23
C 3.27256 -1.02821 -1.02440 0.36 0.49 -0.47 -0.22
C 2.48178 -0.05331 -1.67156 0.48 -0.38 0.21 -0.03
C -0.53529 1.87991 0.27817 -0.09 0.46 -0.26 0.78
O 0.19572 2.77207 0.61867 -0.20 -0.33 -0.05 -0.56
O -1.65975 2.12341 -0.41675 0.12 -0.21 0.22 -0.70
H -2.34308 -0.95163 3.86575 -0.06 0.08 0.10 0.37
H -1.83325 -2.37415 3.18556 -0.44 0.26 0.03 0.37
H -3.53294 -2.25426 1.52984 0.04 -0.15 -0.09 0.23
H -5.26417 -1.32540 2.89879 0.36 0.49 -0.49 0.23
H -5.01768 -0.32888 1.40952 -0.24 0.03 -0.13 0.25
H -4.37299 0.25831 4.52574 0.02 -0.01 0.20 0.12
H -0.87780 -0.53917 2.30586 0.12 0.01 0.16 0.41
H 0.75987 0.45906 1.08415 -0.46 -0.17 -0.15 0.24
H 0.31164 -1.41603 -0.54160 -0.13 0.69 -0.03 0.22
H -0.91642 -0.44268 -1.34447 0.22 0.11 0.23 0.24
H 0.02214 1.89568 -2.73937 0.18 -0.17 0.07 0.22
H 2.26290 2.44533 -3.70071 -0.05 -0.51 0.42 0.42
H 4.94934 1.50306 -3.53190 -0.15 -0.28 0.26 0.21
H 6.27422 -0.24108 -2.36700 0.54 0.03 -0.10 0.21
H 5.24168 -1.82000 -0.79974 0.11 -0.05 0.03 0.21
H 2.83099 -1.72568 -0.33728 -0.15 -0.22 0.21 0.20
H -2.20665 1.30201 -0.47511 0.10 0.09 0.00 0.51
```
Positions in Å, forces in eV/Å.

***

Entry 3:
Density functional theory data (ωB97M-V/def2-TZVPD) for the molecule C14H17N3O7S.

Properties
net charge	0
HOMO energy	-0.364	Ha
HOMO-LUMO gap	10.01	eV
energy above the lowest of the compared OMol25 structures with the same formula, charge and spin	0.0	kJ/mol

```
42
Properties=species:S:1:pos:R:3:forces:R:3:nbo_charge:R:1
H -1.93470 1.52684 -2.17520 0.02 0.15 0.05 0.32
N -2.25052 0.83521 -2.85376 -0.35 0.05 -0.28 -0.58
C -1.61438 -0.24586 -2.71687 0.29 0.53 0.30 0.12
C -0.54800 -0.45268 -1.67881 0.30 -0.64 0.07 -0.48
C -0.99116 -1.35490 -0.51657 -1.28 -0.43 0.00 -0.12
C 0.12344 -2.25192 0.01366 0.44 0.62 0.64 -0.41
C 1.26370 -1.49628 0.71916 -0.02 -0.15 -0.59 -0.52
S 2.84199 -2.28013 0.24587 0.31 -0.05 0.17 0.27
C 3.91528 -0.89481 0.33479 -2.29 -0.92 -0.71 0.30
N 4.98428 -0.73696 0.96109 1.90 -0.13 1.27 -0.29
N 5.40307 0.55745 0.66864 2.62 -0.79 1.91 -0.28
C 4.55925 1.05460 -0.08246 -1.88 0.44 -1.39 0.30
O 3.55060 0.18829 -0.36971 -0.51 1.00 -0.75 -0.44
C -2.09331 -2.38830 -0.93604 1.15 0.23 -0.78 0.81
O -1.93135 -3.20829 -1.79434 -0.56 0.16 0.16 -0.56
O -3.18730 -2.26351 -0.16869 -0.16 -0.74 0.20 -0.48
C -2.78025 -1.59632 1.03568 0.26 0.20 -0.37 0.39
O -3.89836 -1.09192 1.65199 0.06 -0.01 0.03 -0.67
C -1.84368 -0.55532 0.47100 0.25 0.83 -0.18 -0.27
C -1.22558 0.48578 1.42210 0.27 -0.17 -0.33 -0.54
C -1.64091 1.87653 1.00539 -1.65 0.48 0.85 0.82
O -2.72152 2.32236 1.27909 1.16 -0.20 -0.58 -0.50
O -0.77652 2.63389 0.19501 -0.02 -0.51 0.21 -0.54
C 0.47956 2.80666 0.68906 0.72 0.13 0.23 0.80
C 1.43850 3.34516 -0.32924 -0.62 -0.15 0.30 -0.72
O 0.77825 2.58455 1.83278 -0.40 -0.11 -0.25 -0.57
H -1.84484 -1.06805 -3.37923 -0.05 -0.25 -0.11 0.19
H -0.26007 0.50470 -1.26032 0.04 0.36 0.02 0.20
H 0.35019 -0.86973 -2.12514 0.12 -0.17 -0.26 0.23
H 0.53073 -2.77846 -0.83878 -0.07 -0.28 -0.23 0.24
H -0.27820 -2.98652 0.70153 -0.09 -0.31 0.07 0.21
H 1.14591 -1.49699 1.79371 0.07 -0.01 0.26 0.22
H 1.28517 -0.47284 0.37328 0.20 0.24 -0.10 0.22
H 4.55219 2.03508 -0.48924 -0.15 0.48 -0.33 0.20
H -2.24725 -2.33723 1.63470 -0.12 -0.05 0.41 0.14
H -3.76229 -1.18548 2.59558 -0.31 -0.01 0.26 0.48
H -2.51545 0.02613 -0.15765 -0.28 -0.03 -0.26 0.24
H -1.65592 0.35386 2.40263 0.00 0.04 0.43 0.25
H -0.15084 0.43211 1.49815 0.12 -0.17 0.12 0.24
H 1.42013 2.75134 -1.23287 -0.01 -0.09 -0.25 0.24
H 1.12403 4.35550 -0.55559 0.08 0.28 -0.22 0.25
H 2.40611 3.33643 0.13562 0.44 0.13 0.03 0.24
```
Positions in Å, forces in eV/Å.

***

Entry 4:
Density functional theory data (ωB97M-V/def2-TZVPD) for a structure of composition C14H17N7O7PS4W.

Properties
net charge	0
HOMO energy (spin up / spin down)	-0.313 / -0.319	Ha
HOMO-LUMO gap (spin up / spin down)	7.34 / 7.15	eV
multiplicity	2
energy above the lowest of the compared OMol25 structures with the same formula, charge and spin	225.7	kJ/mol

```
51
Properties=species:S:1:pos:R:3:forces:R:3:nbo_charge:R:1
W -0.20758 -1.08789 -0.80484 -1.74 0.88 1.69 1.47
N -1.96028 -4.60391 1.33700 0.02 -0.02 0.07 -0.77
C -1.27751 -3.47108 1.11357 0.11 -0.08 -0.10 0.30
S -2.12356 -1.99355 0.81649 0.10 -0.08 -0.05 -0.07
N 0.03214 -3.51481 1.17479 -0.23 0.09 0.11 -0.42
N 0.55186 -2.26443 0.95454 0.95 -0.13 -0.56 -0.28
C 1.63121 -1.98976 1.59369 -0.49 -0.31 -0.03 0.08
C 2.29470 -0.72267 1.41637 0.16 0.53 -0.09 0.14
C 3.44853 -0.41904 2.13392 -0.19 0.05 -0.19 -0.21
C 4.02506 0.82599 1.95502 0.02 0.00 0.01 -0.14
C 3.42458 1.71755 1.08465 0.01 0.02 -0.01 -0.24
C 2.27614 1.33395 0.40771 -0.10 -0.06 -0.03 0.08
N 1.71603 0.14067 0.56280 0.13 -0.43 0.00 -0.41
H -2.93470 -4.64327 1.10041 0.02 0.01 -0.04 0.41
H -1.43858 -5.46305 1.39844 -0.02 0.00 0.01 0.41
H 2.01638 -2.70684 2.31051 -0.06 -0.06 -0.03 0.22
H 3.87828 -1.14910 2.80399 -0.01 -0.05 0.02 0.23
H 4.92964 1.09258 2.48417 0.01 0.01 0.01 0.23
H 3.83998 2.69958 0.90998 0.01 0.01 0.00 0.23
H 1.79229 1.99721 -0.29771 0.02 0.00 0.01 0.23
O -2.86118 -2.54245 -3.36946 -0.08 -0.08 0.00 -0.90
S -1.70852 -1.99694 -2.75313 0.03 0.15 0.44 2.56
O -0.58902 -1.55709 -3.55090 -0.06 -0.10 -0.67 -0.93
O -1.10659 -2.85745 -1.62047 0.69 0.39 -0.22 -0.94
O -2.03408 -0.79833 -1.79484 0.53 -0.05 -0.26 -0.95
C 0.24538 4.74802 1.24280 -0.01 0.01 0.02 -0.63
C -0.99296 4.05197 0.73685 -0.08 0.06 0.00 -0.06
O -0.68010 3.42605 -0.53286 0.16 -0.04 0.23 -0.83
P -1.16226 1.96887 -0.90146 0.13 -0.48 -0.67 1.78
S -1.22980 0.66121 0.62171 -0.34 0.44 0.43 -0.34
S 0.18691 1.11025 -2.10402 0.05 -0.19 -0.21 -0.29
O -2.54757 2.15606 -1.62426 0.16 0.21 0.18 -0.82
C -3.83855 1.74673 -1.10971 -0.02 -0.22 -0.05 -0.06
C -4.32575 2.69140 -0.03954 -0.03 0.03 0.03 -0.64
H 0.00612 5.31552 2.14196 -0.01 0.01 0.02 0.22
H 0.63452 5.43631 0.49445 -0.01 0.01 -0.03 0.22
H 1.01884 4.02251 1.49267 0.02 -0.02 -0.02 0.21
H -1.81368 4.74850 0.56363 0.03 0.00 -0.03 0.19
H -1.32709 3.29127 1.44669 0.00 0.01 -0.02 0.19
H -3.75035 0.72049 -0.75180 -0.02 0.04 -0.01 0.22
H -4.48742 1.74885 -1.98261 0.03 0.03 0.01 0.21
H -3.74143 2.58983 0.87674 0.04 0.00 0.00 0.21
H -5.36264 2.46141 0.20617 -0.01 -0.02 0.01 0.23
H -4.27769 3.72572 -0.38055 -0.01 0.01 -0.02 0.21
O 1.69070 -1.26474 -1.61131 -0.13 -0.11 0.10 -0.53
N 1.59224 -2.57094 -1.57575 0.41 -1.11 0.08 0.02
C 2.65425 -3.29818 -1.67800 -0.30 0.74 -0.14 -0.05
C 2.52253 -4.71675 -1.58247 -0.18 -0.26 -0.07 0.26
N 2.43444 -5.85941 -1.52006 0.05 0.02 0.05 -0.25
C 3.95236 -2.71644 -1.84927 0.27 0.18 -0.02 0.24
N 4.98373 -2.22038 -1.94671 -0.04 -0.03 0.01 -0.25
```
Positions in Å, forces in eV/Å.

***

Entry 5:
Density functional theory data (ωB97M-V/def2-TZVPD) for a structure of composition C14H17NNiO3S.

Properties
net charge	-2
HOMO energy (spin up / spin down)	0.054 / 0.012	Ha
HOMO-LUMO gap (spin up / spin down)	3.54 / 4.61	eV
multiplicity	3

```
37
Properties=species:S:1:pos:R:3:forces:R:3:nbo_charge:R:1
C -0.43873 0.88479 -4.94612 -0.17 0.93 -0.89 -0.42
C 0.95582 1.07904 -4.66731 -0.27 0.80 -0.60 -0.40
C 1.10849 1.19953 -3.25560 -0.58 1.01 0.24 -0.36
C -0.18562 1.13718 -2.67252 0.05 0.69 0.37 -0.37
C -1.13481 0.86943 -3.69950 -0.30 0.75 0.08 -0.39
Ni 0.22815 -0.56416 -3.80958 1.29 2.21 -0.01 0.52
N -2.51458 0.50985 -0.16705 -0.45 -1.06 -0.49 -0.28
C 0.02850 -2.24082 -3.48390 -0.57 -3.87 0.61 -0.65
C 1.43053 -1.93059 -3.57803 0.36 -1.06 -0.20 -0.65
H 2.02747 1.38144 -2.71102 -0.09 -0.17 -0.09 0.21
H 1.74128 1.18087 -5.40365 0.01 -0.15 0.00 0.19
H -0.42976 1.32446 -1.64057 0.16 -0.19 -0.13 0.23
H -2.19754 0.74001 -3.54022 0.05 0.12 -0.09 0.21
H -0.89453 0.82743 -5.92526 0.06 -0.05 -0.05 0.19
H 1.96374 -2.09462 -4.52002 0.12 -0.32 0.25 0.16
H -0.35583 -2.47720 -2.48748 -0.12 -0.30 -0.16 0.18
H -2.35842 -0.48429 -0.42312 -0.73 0.05 -0.11 0.29
H 2.04262 -1.93461 -2.67235 -0.03 0.07 -0.19 0.18
H -0.47692 -2.74412 -4.31931 0.06 -0.37 0.27 0.16
C 0.03661 0.81844 6.43192 -0.05 -0.12 -0.27 -0.60
C 0.03055 0.46648 4.97641 -0.13 0.91 0.89 -0.19
C 0.05834 -0.87371 4.57811 0.05 -1.32 -1.32 -0.27
C 0.04458 -1.22085 3.22746 -0.22 -0.41 1.55 -0.20
C -0.02848 -0.19306 2.27920 0.16 -1.82 -2.60 -0.52
C 0.00244 1.14882 2.65409 0.25 2.14 1.00 -0.21
C 0.01498 1.46913 4.00386 0.06 -0.12 -1.16 -0.22
S -0.06026 -0.54736 0.55794 -0.03 1.90 2.15 2.20
O 1.13330 -0.07855 -0.10893 -0.90 -0.28 0.01 -0.89
O -0.71653 -1.78130 0.20078 0.15 0.27 -0.06 -0.92
O -1.33815 0.86694 0.25872 1.70 -0.20 0.20 -0.51
H -0.83296 0.38958 6.94067 -0.04 0.03 0.24 0.18
H 0.93389 0.42881 6.92461 0.08 0.02 0.24 0.17
H 0.01138 1.90274 6.55546 0.01 0.00 0.13 0.19
H 0.09033 -1.65307 5.34095 0.05 0.03 -0.17 0.18
H 0.07584 -2.26009 2.90117 -0.04 0.20 0.15 0.21
H -0.00413 1.93518 1.90225 0.01 -0.22 0.23 0.22
H 0.00842 2.51827 4.29794 0.02 -0.12 -0.01 0.18
```
Positions in Å, forces in eV/Å.